Entry from OMol25: C40H46BrCl3N2O5ReSSi as an isolated structure in a non-equilibrium geometry (wB97M-V/def2-TZVPD).

XYZ file:
```
100
Properties=species:S:1:pos:R:3:lowdin_spin:R:1
Re 0.21 0.07 0.41 1.037
Br 1.32 -4.87 -5.37 0.000
Cl 1.32 -0.04 -4.42 0.000
Cl -1.07 1.19 -5.49 0.000
Cl -1.19 -1.44 -4.39 0.000
S 1.05 2.14 1.31 0.041
Si 0.39 3.53 -0.19 0.006
O -0.73 4.60 0.27 0.003
O -3.13 -3.44 -0.89 0.000
O -0.97 -2.71 -1.10 0.003
O 1.57 4.36 -0.89 0.001
O -0.19 2.38 -1.20 0.004
N -0.34 -0.07 -1.67 0.022
N 0.54 -0.53 2.12 -0.046
C 4.44 -2.00 4.94 -0.008
C -2.55 0.14 5.99 -0.007
C -0.43 -3.08 0.13 0.004
C -0.43 2.31 -2.58 0.000
C 1.44 -4.06 1.27 0.004
C -0.43 -0.48 4.28 -0.006
C 3.71 5.34 -1.16 0.000
C -2.80 5.66 0.69 0.000
C 0.78 2.85 -3.33 0.000
C -1.15 -3.03 1.32 0.003
C -0.55 -3.51 2.48 0.004
C 0.70 -0.74 3.37 -0.047
C 2.39 5.43 -0.40 0.000
C -1.68 3.13 -2.93 0.000
C 4.12 -2.24 3.62 0.000
C -2.38 0.85 4.81 0.000
C 2.35 -0.86 5.24 -0.007
C 2.64 5.27 1.09 0.000
C -1.83 -4.20 -2.74 0.000
C -1.86 4.55 1.15 0.000
C -0.44 0.18 -4.17 0.001
C -0.64 -1.21 5.45 -0.007
C -2.66 -5.68 -4.46 0.000
C -0.40 -4.92 -4.53 0.000
C 0.88 -3.57 0.11 -0.001
C 1.67 6.75 -0.68 0.000
C -1.36 4.79 2.57 0.001
C -2.87 -4.96 -3.31 0.000
C 2.92 -1.80 3.10 -0.007
C -2.55 3.19 1.04 -0.001
C -1.75 0.19 -1.94 0.010
C -2.09 -3.46 -1.52 0.000
C 0.73 -4.04 2.45 -0.002
C -0.70 0.78 -2.80 0.004
C -1.43 -5.66 -5.10 0.000
C 1.99 -1.15 3.92 -0.005
C -0.57 -4.20 -3.37 0.000
C 3.57 -1.28 5.74 0.000
C -1.69 -0.89 6.30 0.000
C -1.33 0.54 3.96 -0.007
H 2.66 -1.96 2.07 -0.001
H -2.57 2.69 -2.50 0.000
H -2.92 3.05 0.02 0.000
H 2.26 7.58 -0.31 0.000
H -1.83 -1.45 7.21 0.000
H 5.38 -2.35 5.34 -0.001
H 1.69 2.36 -2.98 0.000
H -1.10 -3.46 3.41 0.000
H 0.69 2.73 -4.40 0.000
H -1.55 4.13 -2.52 0.000
H -0.06 -1.01 -1.98 0.003
H -0.85 5.75 2.63 0.000
H -1.26 -6.21 -6.01 0.000
H 1.53 6.88 -1.75 0.000
H 3.33 6.04 1.43 0.000
H -3.35 0.40 6.66 0.000
H -3.39 3.15 1.73 0.000
H 3.54 5.38 -2.23 0.000
H -1.86 2.39 1.28 -0.002
H 4.20 4.40 -0.92 0.000
H 0.71 6.74 -0.19 0.000
H -3.12 5.49 -0.34 0.000
H 0.01 -2.04 5.69 0.000
H 1.70 5.36 1.64 0.000
H 2.44 -4.47 1.24 0.000
H -2.17 -2.69 1.31 0.001
H -2.25 0.85 -1.23 0.000
H -2.20 4.80 3.26 0.000
H -3.83 -4.97 -2.81 0.000
H -3.47 -6.26 -4.90 0.000
H 4.81 -2.77 2.98 0.000
H 3.84 -1.05 6.76 0.000
H -3.68 5.70 1.32 0.000
H -1.81 3.20 -4.00 0.000
H 0.87 3.91 -3.10 0.000
H -0.67 4.01 2.86 0.001
H 1.17 -4.43 3.35 0.000
H 3.06 4.29 1.30 0.000
H 1.43 -3.59 -0.82 0.000
H -3.05 1.65 4.56 0.000
H 1.69 -0.29 5.86 0.000
H 4.36 6.16 -0.87 0.000
H 0.25 -3.65 -2.95 0.000
H -2.37 -0.62 -2.29 0.000
H -1.16 1.09 3.04 -0.001
H -2.30 6.63 0.73 0.000
```

Its multiplicity is 2. For the frontier orbital gap (alpha / beta), the calculation gives 5.5 / 5.0 eV. The expectation value of S² is 0.793. As for the HOMO energy (alpha / beta): -6.2 / -5.8 eV. Its total charge is 0. The energy above the lowest of the compared OMol25 structures with the same formula, charge and spin comes out at 3.786 eV.

=====

Entry from OMol25: C22H26Cl2CoN5O3 as an isolated structure in a non-equilibrium geometry (wB97M-V/def2-TZVPD).

XYZ file:
```
59
Properties=species:S:1:pos:R:3:lowdin_spin:R:1
Co -0.36 1.41 0.18 0.935
Cl 2.41 3.14 3.16 0.000
Cl 1.76 0.60 1.78 0.014
O -1.17 4.05 -2.81 0.002
O -0.59 3.10 1.50 -0.003
O -1.29 2.73 -0.99 0.029
N -1.21 -0.10 1.45 0.005
N 1.30 2.32 -0.91 0.022
N 1.88 -2.62 -0.61 0.000
N -0.78 0.14 -1.29 -0.017
N 3.77 -3.17 0.74 0.000
C -2.55 -1.02 -2.35 -0.001
C -2.84 2.36 1.70 0.000
C -0.80 -1.35 1.14 0.004
C 3.82 -3.56 -1.61 0.000
C 0.75 2.80 -2.20 0.001
C 3.02 1.61 2.56 0.004
C 4.41 -3.59 -0.36 0.000
C 0.11 -0.62 -1.91 -0.002
C -2.60 -1.05 3.13 0.000
C 0.72 -2.51 -3.45 0.000
C -2.43 1.44 2.86 0.000
C -1.62 -1.84 -2.99 0.000
C 2.53 -3.04 -1.71 0.000
C -0.26 -1.66 -2.75 -0.001
C -2.09 0.05 2.45 0.001
C -0.70 3.26 -2.02 0.003
C -1.25 -2.48 1.79 0.000
C -2.09 -0.04 -1.49 -0.002
C -1.96 3.57 1.65 -0.001
C 2.53 -2.73 0.55 0.000
C 1.88 -3.02 -3.04 0.000
C -2.19 -2.32 2.80 0.002
H 1.15 -0.40 -1.74 0.000
H 3.80 1.80 1.84 0.000
H 4.34 -3.93 -2.48 0.000
H -0.06 3.86 1.23 0.000
H -2.77 0.64 -1.00 0.000
H -3.61 -1.14 -2.52 0.000
H 5.42 -3.96 -0.22 0.000
H 0.73 1.97 -2.91 0.000
H -2.03 4.13 2.59 0.000
H -0.06 -1.45 0.35 0.001
H 1.56 3.12 -0.35 0.000
H -2.74 1.85 0.74 0.000
H -1.95 -2.62 -3.66 0.000
H -3.32 -0.89 3.93 0.000
H 1.33 3.61 -2.63 0.000
H -2.59 -3.19 3.32 0.000
H 2.15 1.79 -1.05 0.002
H -2.23 4.21 0.82 0.000
H -1.52 1.84 3.32 0.000
H 1.99 -2.41 1.44 0.000
H 2.44 -3.58 -3.79 0.000
H 3.41 1.03 3.39 0.001
H 0.43 -2.78 -4.46 0.000
H -0.89 -3.45 1.49 0.000
H -3.89 2.67 1.79 0.000
H -3.19 1.43 3.64 0.000
```

Its multiplicity is 2. For the frontier orbital gap (alpha / beta), the calculation gives 8.3 / 8.4 eV. The expectation value of S² is 0.775. As for the HOMO energy (alpha / beta): -11.4 / -11.5 eV. Its total charge is +1.

=====

Entry from OMol25: the molecule C4H8O2 in a non-equilibrium geometry (wB97M-V/def2-TZVPD).

XYZ file:
```
14
Properties=species:S:1:pos:R:3:lowdin_charge:R:1
O -0.64 -1.74 -0.51 -0.076
O -1.59 1.69 0.27 0.076
C 1.60 0.35 0.32 -0.097
C 0.52 0.89 -0.58 -0.199
C -1.30 -0.75 0.24 -0.175
C -0.86 0.76 -0.02 -0.365
H 0.68 2.02 -0.73 0.140
H -1.11 -2.58 -0.39 0.100
H 0.56 0.46 -1.59 0.120
H 1.43 0.64 1.37 0.084
H 1.65 -0.74 0.27 0.072
H 2.58 0.74 0.01 0.076
H -2.38 -0.80 0.02 0.121
H -1.14 -0.95 1.31 0.123
```

Its multiplicity is 1. For the frontier orbital gap, the calculation gives 10.4 eV. As for the HOMO energy: -9.7 eV. Its total charge is 0. The energy above the lowest of the compared OMol25 structures with the same formula, charge and spin comes out at 1.234 eV. Its SMILES is CCC(=O)CO.

=====

Entry from OMol25: C12H35NO9Tl as an isolated structure in a non-equilibrium geometry (wB97M-V/def2-TZVPD).

XYZ file:
```
58
Properties=species:S:1:pos:R:3:lowdin_charge:R:1
Tl -2.66 -1.28 -1.42 1.070
O -3.16 0.03 1.16 -0.043
O 0.65 -5.40 3.87 -0.062
O 1.47 0.42 -1.32 -0.182
O -0.16 -1.49 -0.52 -0.463
O 1.02 -3.07 1.60 -0.094
O -2.04 4.03 -3.68 -0.169
O 2.23 -2.57 -1.93 -0.058
O 1.54 1.44 1.31 -0.024
O 2.27 -1.35 3.54 -0.039
N -1.29 1.48 -1.16 0.051
C -1.47 2.87 -1.59 -0.376
C 0.22 -4.24 1.58 -0.206
C -2.48 0.77 2.03 -0.345
C 1.28 0.61 2.42 -0.221
C 2.67 -0.09 -1.92 -0.156
C 2.33 -1.38 -2.69 -0.239
C -2.73 0.53 3.51 -0.026
C -0.27 3.79 -1.32 -0.009
C 0.80 -5.35 2.46 -0.233
C -2.27 3.97 -5.08 -0.090
C 2.54 -0.14 2.82 -0.188
C -1.71 2.80 -3.10 -0.235
H -0.85 -4.02 1.67 0.124
H 0.87 1.09 3.31 0.134
H 3.32 -0.33 -1.08 0.129
H 1.41 -1.27 -3.27 0.120
H 0.54 3.05 -1.23 0.073
H 1.60 -2.39 -1.22 0.036
H -2.34 3.20 -1.03 0.145
H -0.32 -1.27 0.41 -0.066
H -2.32 1.91 -3.33 0.112
H 1.41 0.93 0.49 0.045
H 0.38 -6.31 2.14 0.127
H -3.80 0.32 3.58 0.099
H -0.34 1.21 -1.41 0.051
H -2.28 -0.41 3.84 0.099
H 1.89 -5.41 2.36 0.133
H 1.15 -4.67 4.25 0.083
H -1.40 4.03 -5.74 0.093
H 0.38 -4.74 0.62 0.124
H 0.00 4.37 -2.20 0.088
H -2.46 1.36 4.17 0.097
H 1.91 -2.00 2.92 0.047
H 0.94 -0.31 -0.90 0.009
H 3.24 0.50 3.35 0.139
H -2.71 4.95 -5.30 0.093
H 0.72 -2.43 0.94 0.021
H -2.99 3.18 -5.31 0.091
H 0.53 -0.16 2.17 0.094
H -1.40 0.55 1.84 0.160
H 3.08 -1.58 -3.46 0.124
H 2.91 0.64 -2.68 0.129
H -1.27 1.45 -0.15 0.046
H -2.62 1.85 1.81 0.185
H -0.24 4.38 -0.41 0.086
H 3.08 -0.53 1.94 0.131
H -0.79 2.48 -3.63 0.137
```

Its multiplicity is 1. For the frontier orbital gap, the calculation gives 2.7 eV. As for the HOMO energy: -12.4 eV. Its total charge is +1.

=====

Entry from OMol25: C22H26BrGeN2OReTe as an isolated structure (wB97M-V/def2-TZVPD).

XYZ file:
```
55
Properties=species:S:1:pos:R:3:lowdin_spin:R:1
Re 0.83 -0.09 0.65 0.808
Te 2.89 -1.84 0.17 0.003
Br -2.11 -0.89 7.41 0.000
Ge -1.00 -1.49 -2.04 0.021
O 1.37 -0.63 2.51 0.047
N 0.87 1.52 -0.74 0.009
N -0.48 1.29 1.54 -0.003
C 0.82 -1.59 4.57 0.000
C -2.14 4.28 -0.03 -0.001
C -1.33 0.14 4.89 0.001
C 2.05 -3.69 -0.47 0.008
C -1.88 3.24 0.89 0.001
C -0.55 0.20 3.71 0.002
C 0.49 3.60 -2.56 0.010
C -0.55 -1.02 -0.18 0.031
C -0.90 1.22 2.76 0.004
C 0.49 -1.69 -3.29 0.003
C 0.54 -0.67 3.55 0.006
C -1.05 -0.79 5.85 0.000
C 0.03 -1.66 5.69 0.002
C -2.03 0.07 -2.62 -0.003
C 1.47 2.66 -2.76 0.000
C 3.96 -1.45 -1.62 -0.001
C -0.09 2.47 -0.51 0.003
C -0.33 3.52 -1.41 0.000
C 1.62 1.63 -1.82 0.014
C -2.11 -3.08 -2.03 0.010
C -1.38 4.43 -1.15 0.000
C -0.86 2.36 0.68 0.001
H 2.12 2.70 -3.62 0.000
H 0.09 -1.59 -4.30 0.000
H -2.15 0.83 5.01 0.000
H -2.96 4.96 0.17 0.000
H -2.38 -3.36 -3.05 0.001
H 2.77 -4.48 -0.25 0.000
H 4.44 -0.48 -1.52 0.000
H -1.57 1.99 3.13 0.000
H -1.45 -1.14 0.44 0.023
H -3.03 -2.91 -1.47 0.000
H 4.73 -2.21 -1.72 0.000
H 1.13 -3.84 0.09 0.000
H -2.95 0.16 -2.04 0.000
H 1.25 -0.92 -3.15 0.000
H 0.33 4.40 -3.27 0.001
H 1.67 -2.25 4.44 0.000
H -1.45 0.99 -2.49 0.000
H 0.25 -2.38 6.47 0.000
H -1.59 -3.92 -1.58 0.000
H 1.85 -3.64 -1.53 0.000
H 3.31 -1.47 -2.48 0.000
H 0.96 -2.67 -3.22 0.000
H -2.29 -0.02 -3.67 0.000
H 2.36 0.85 -1.97 0.000
H -2.52 3.15 1.76 0.000
H -1.56 5.23 -1.85 0.000
```

Its multiplicity is 2. For the frontier orbital gap (alpha / beta), the calculation gives 6.2 / 6.6 eV. The expectation value of S² is 0.761. As for the HOMO energy (alpha / beta): -10.0 / -10.5 eV. Its total charge is +1. The energy above the lowest of the compared OMol25 structures with the same formula, charge and spin comes out at 0.082 eV.

=====

| no. | total energy (eV) |
| --- | --- |
| 1 | -183899.185 |
| 2 | -99495.921 |
| 3 | -8372.048 |
| 4 | -37606.391 |
| 5 | -164239.133 |